{
  "formula": "C5H8O2",
  "method": "wB97M-V/def2-TZVPD",
  "species": ["O", "C", "C", "C", "C", "O", "C", "H", "H", "H", "H", "H", "H", "H", "H"],
  "positions_angstrom": [[0.14190, 0.70012, 2.10270], [-0.49686, 1.00715, 0.91010], [0.46401, 1.08630, -0.36233], [0.08124, -0.34657, -0.54834], [0.71843, -1.42930, -1.21225], [1.07857, -1.41713, 0.14507], [-1.19250, -0.19574, 0.24255], [0.65990, -0.08997, 1.89876], [-1.08652, 1.89876, 1.07393], [1.52507, 1.32526, -0.27907], [0.01901, 1.79049, -1.06760], [0.10838, -2.26086, -1.52842], [1.50667, -1.15018, -1.90059], [-1.47587, -1.03223, 0.87827], [-2.05146, 0.11391, -0.35280]],
  "charge": 0,
  "gap_ev": 10.98,
  "de_lowest_ev": 2.749,
  "homo_ev": -10.0,
  "lumo_ha": 0.034,
  "molar_mass_da": 100.12
}